The following is a quantum chemistry calculation of a structure of composition C39H31BrN4O4W, from the OMol25 dataset.

Geometry as XYZ:
```
80
Properties=species:S:1:pos:R:3:forces:R:3:mulliken_charge:R:1
W 0.01677 -0.43950 0.27153 -0.8 0.2 0.1 -0.025
C -1.57466 2.73942 1.17848 0.0 0.1 -0.1 -1.623
C -0.18149 3.30718 1.00469 0.0 0.0 0.0 0.887
C -0.10606 4.70193 0.97557 0.0 0.0 0.0 -1.198
C 1.09097 5.36951 0.83361 0.0 0.0 0.0 -1.078
C 2.26810 4.64666 0.70741 0.0 0.0 0.0 -0.969
C 2.25676 3.26361 0.72970 0.0 -0.1 0.0 0.777
C 3.55173 2.51074 0.55780 0.0 0.0 0.0 -1.315
C 1.02212 2.60123 0.88741 0.0 0.1 0.0 0.934
N 1.15975 1.15231 0.86211 0.4 0.1 -0.1 1.186
C 1.77508 0.54175 1.86332 0.1 0.0 0.1 0.342
O 1.58494 0.92261 3.11331 -0.1 -0.1 0.1 -0.451
C 2.60779 -0.66176 1.51843 -0.1 0.1 0.2 0.237
C 3.84049 -1.17160 1.87150 0.1 0.1 0.0 -1.173
C 4.34317 -2.17707 1.03898 0.0 0.0 0.0 -0.409
C 3.68065 -2.59513 -0.12445 0.1 0.0 0.0 -1.066
C 2.44805 -2.03459 -0.37392 -0.1 0.0 0.0 0.310
N 1.94487 -1.19855 0.51456 0.1 -0.1 -0.1 -0.023
C 1.54013 -1.98608 -1.59277 -0.1 0.1 0.0 -0.004
O 1.44976 -2.86224 -2.39813 0.1 0.0 -0.1 -0.512
N 0.83501 -0.74167 -1.58224 0.1 -0.2 0.1 1.012
C 0.56291 -0.15019 -2.85539 0.0 0.0 0.1 0.850
C -0.50194 0.74984 -2.94128 -0.1 0.1 0.0 0.305
C -1.06600 1.43709 -1.73567 -0.1 0.0 -0.1 -1.443
C -0.94556 1.18675 -4.17920 0.0 0.0 0.0 -0.887
C -0.28864 0.79248 -5.33111 0.0 0.0 0.0 -0.984
C 0.88758 0.07326 -5.21638 0.0 0.0 0.0 -0.783
C 1.36520 -0.37491 -3.98912 0.0 0.0 0.0 0.484
C 2.76153 -0.94239 -3.96849 -0.1 -0.1 0.1 -1.674
H -2.04435 3.18569 2.05742 0.0 0.0 0.0 0.562
H -1.63196 1.66187 1.27496 0.0 0.0 -0.1 -0.011
H -2.19526 3.02153 0.32709 0.0 0.0 0.0 0.533
H -1.02736 5.26358 1.07206 0.0 0.0 0.0 0.520
H 1.11176 6.45056 0.81639 0.0 0.0 0.0 0.442
H 3.21071 5.16180 0.57535 0.0 0.0 0.0 0.488
H 4.32622 3.18328 0.19683 0.0 0.0 0.0 0.542
H 3.45256 1.69468 -0.16067 0.0 0.0 0.0 0.146
H 3.91447 2.09568 1.50388 0.0 0.0 0.0 0.269
H 4.40477 -0.79312 2.71160 0.0 0.0 0.0 0.637
H 5.31147 -2.60354 1.26685 0.0 0.0 0.0 0.499
H 4.13139 -3.29795 -0.81070 0.0 0.0 0.0 0.628
H -0.52666 1.23853 -0.77970 0.1 0.0 0.1 -0.039
H -2.12587 1.27705 -1.54982 0.0 0.0 0.0 0.361
H -0.88332 2.51094 -1.82163 0.0 0.0 0.0 0.770
H -1.78467 1.87015 -4.23438 0.0 0.0 0.0 0.532
H -0.64072 1.11628 -6.30072 0.0 0.0 0.0 0.449
H 1.48334 -0.12139 -6.09953 0.0 0.0 0.0 0.498
H 3.25258 -0.81778 -3.00097 0.0 0.0 0.0 0.207
H 3.36271 -0.40325 -4.69887 0.0 0.0 0.0 0.590
H 2.78546 -2.00122 -4.22454 0.0 0.0 0.0 0.337
O -3.93638 -0.20067 -0.57323 0.0 -0.1 0.1 -0.600
C -2.96194 -0.89334 -0.61455 0.0 0.3 -0.4 -0.374
O -1.89153 -0.58514 0.16031 0.0 -0.2 0.0 0.637
C -2.79489 -2.04322 -1.55356 0.0 -0.1 0.1 0.969
C -3.88427 -2.41276 -2.32625 0.0 0.0 0.0 -1.153
C -3.72636 -3.46733 -3.21308 0.0 0.0 0.0 -0.397
C -2.49329 -4.09024 -3.28272 0.0 0.0 0.0 -0.986
C -1.46135 -3.63937 -2.46695 0.0 -0.1 -0.1 -0.226
N -1.59959 -2.63126 -1.61050 -0.1 0.0 0.0 0.300
H -4.81768 -1.87855 -2.22355 0.0 0.0 0.0 0.557
H -4.54985 -3.79140 -3.83471 0.0 0.0 0.0 0.481
H -2.31850 -4.91508 -3.95934 0.0 0.0 0.0 0.440
H -0.48541 -4.10465 -2.51262 0.0 0.0 0.0 0.527
Br -0.71540 -2.92467 1.36613 0.3 0.0 -0.1 0.099
C -1.81362 -2.16993 2.70605 -0.1 0.0 0.0 0.570
C -2.83577 -2.89352 3.24004 0.0 0.0 0.0 -0.785
C -3.47477 -2.36466 4.37583 0.0 0.0 0.0 -0.633
C -3.01015 -1.22494 5.00667 0.0 0.0 0.0 -1.031
C -1.93155 -0.51826 4.48188 0.0 0.0 0.0 0.761
C -1.26210 0.52482 5.24430 0.0 -0.1 0.0 -0.902
C -0.17999 1.12723 4.75580 0.0 0.0 -0.1 -1.273
C 0.12979 0.99780 3.31184 0.0 0.0 0.1 1.447
C -0.50064 -0.12635 2.50210 0.1 0.2 -0.3 0.114
C -1.39875 -0.91419 3.21721 0.0 -0.1 0.1 0.536
H -3.12718 -3.85380 2.83808 0.0 0.0 0.0 0.513
H -4.30609 -2.90983 4.80391 0.0 0.0 0.0 0.439
H -3.45673 -0.90256 5.93798 0.0 0.0 0.0 0.474
H -1.59963 0.70653 6.25632 0.0 0.0 0.0 0.502
H 0.42685 1.80976 5.33731 0.0 0.0 0.0 0.526
H -0.23950 1.93558 2.86816 0.1 -0.1 0.0 -0.199
```
Positions in Å, forces in eV/Å.

Kohn-Sham gap   5.5 eV
Total charge   +2
Energy above the lowest of the compared OMol25 structures with the same formula, charge and spin   18.2 kJ/mol